Record 1
# C57H61F4O6PS

6 unconnected molecules or ions with the total composition C57H61F4O6PS (wB97M-V/def2-TZVPD, the Open Molecules 2025 dataset).

**Structure (SMILES)**: C#CCC1=C([PH2]=O)C(=O)c2c(c(CSCC)c(C=C)c(COCCOCCOCC)c2C(F)(F)C(F)F)C1=O.c1ccccc1.c1ccccc1.c1ccccc1.c1ccccc1.c1ccccc1
**E_LUMO**: -0.090 Ha
**Calculated total energy**: -103349.2978 eV
**Strongest force on any atom**: 9.8 eV Å⁻¹
**Gap between HOMO and LUMO**: 6.66 eV

ORCA input file:
```
! RIJCOSX wB97M-V def2-TZVPD def2/J DEFGRID3
* xyz 0 1
C -5.80626 6.74157 -0.67657
C -5.84205 5.45678 -1.29849
C -6.40283 3.98780 -1.83580
C -5.91930 2.71577 -0.92175
C -6.24313 2.61986 0.55850
P -7.23173 3.93615 1.52970
O -8.67523 4.06891 0.82282
C -5.72157 1.24405 1.35394
O -6.53644 0.75265 2.28986
C -4.27911 0.57611 0.88566
C -3.97266 0.70763 -0.75392
C -2.61343 0.10737 -1.45364
C -2.22570 0.23586 -3.05843
S -3.04275 -1.08727 -4.11014
C -1.89816 -2.53999 -4.40863
C -0.37335 -2.13940 -4.85924
C -1.57339 -0.68478 -0.43522
C -0.20375 -1.30982 -1.15841
C -0.00683 -2.77254 -1.43952
C -1.86911 -0.81712 1.20315
C -0.73613 -1.64548 2.04904
O 0.11655 -0.73727 2.86277
C 0.42567 0.50508 2.13825
C 1.76414 1.17477 2.88317
O 2.46728 2.04375 1.92484
C 1.93375 3.41841 1.95312
C 3.20863 4.40954 1.53674
O 2.65240 5.50824 0.73197
C 3.44984 5.77896 -0.47428
C 2.35295 6.16397 -1.67489
C -3.21785 -0.17209 1.94071
C -3.54698 -0.23667 3.53631
F -4.16813 1.02594 4.08920
F -2.41755 -0.53335 4.43669
C -4.69110 -1.42118 3.82867
F -5.51906 -0.90427 4.98190
F -4.06913 -2.68434 4.33150
C -5.07246 1.51518 -1.72158
O -5.28924 1.23107 -3.00910
H -5.82499 7.72245 0.00365
H -7.57943 3.98299 -2.01038
H -5.93364 3.86086 -2.92619
H -6.58530 5.22416 1.53541
H -7.37763 3.46722 2.88808
H -1.05852 0.34942 -3.24310
H -2.69343 1.27329 -3.41196
H -2.37087 -3.16411 -5.30573
H -1.87634 -3.25467 -3.45609
H 0.34819 -2.92878 -4.33591
H -0.01053 -1.08365 -4.50807
H -0.28275 -2.15038 -6.03753
H 0.61862 -0.52242 -1.45862
H -0.87466 -3.49968 -1.10267
H 0.98131 -3.21531 -1.91800
H -0.08909 -2.39381 1.40931
H -1.31001 -2.32728 2.84323
H -0.41799 1.33715 2.22881
H 0.71949 0.27039 1.01642
H 1.36642 1.73613 3.83786
H 2.49986 0.30876 3.21798
H 1.02485 3.54970 1.19220
H 1.57953 3.78241 3.01210
H 4.00268 3.74783 0.98741
H 3.71177 4.77407 2.54251
H 4.16848 6.69015 -0.22762
H 4.05895 4.86761 -0.88376
H 2.22764 5.29428 -2.45253
H 2.75599 7.15694 -2.17257
H 1.29113 6.36072 -1.21070
H -5.42722 -1.57610 2.93062
C -5.86208 -4.94017 -0.86663
C -6.32107 -5.89683 0.03833
C -6.01076 -5.78193 1.39305
C -5.23705 -4.71173 1.84282
C -4.77023 -3.76010 0.93650
C -5.08367 -3.87289 -0.41773
H -6.10966 -5.02633 -1.92114
H -6.92186 -6.73226 -0.31238
H -6.37152 -6.52583 2.09853
H -4.99730 -4.62051 2.89855
H -4.16224 -2.92919 1.28591
H -4.72178 -3.12994 -1.12354
C 6.74816 4.82105 3.84810
C 6.28916 3.86439 4.75306
C 6.59947 3.97930 6.10778
C 7.37318 5.04949 6.55754
C 7.84000 6.00113 5.65122
C 7.52656 5.88833 4.29700
H 6.50057 4.73489 2.79359
H 5.68837 3.02897 4.40235
H 6.23871 3.23539 6.81326
H 7.61293 5.14071 7.61328
H 8.44799 6.83204 6.00063
H 7.88845 6.63128 3.59119
C 2.42628 -3.77703 -9.65538
C 2.66897 -2.81196 -8.67837
C 2.77202 -3.18529 -7.33868
C 2.62794 -4.52438 -6.97495
C 2.37600 -5.48822 -7.95091
C 2.27667 -5.11547 -9.29109
H 2.35272 -3.48674 -10.69991
H 2.77872 -1.76805 -8.96136
H 2.96456 -2.43335 -6.57792
H 2.71074 -4.81592 -5.93162
H 2.25776 -6.53109 -7.66701
H 2.08267 -5.86701 -10.05178
C 11.82131 2.96946 6.74282
C 10.69862 3.54200 7.33997
C 10.70554 3.83380 8.70363
C 11.83458 3.54885 9.47193
C 12.95390 2.96773 8.87664
C 12.94843 2.67936 7.51220
H 11.81807 2.74840 5.67894
H 9.81777 3.76176 6.74189
H 9.83164 4.28315 9.16798
H 11.84124 3.77845 10.53383
H 13.83176 2.74009 9.47638
H 13.82164 2.22866 7.04798
C -6.19381 -8.41009 -6.26399
C -6.77505 -8.14928 -5.02345
C -6.52317 -6.94081 -4.37468
C -5.68578 -5.99388 -4.96487
C -5.09710 -6.25853 -6.20114
C -5.35194 -7.46545 -6.85173
H -6.39561 -9.34900 -6.77236
H -7.42559 -8.88816 -4.56222
H -6.97906 -6.73649 -3.40945
H -5.49141 -5.05122 -4.46088
H -4.43971 -5.52316 -6.65855
H -4.89498 -7.67056 -7.81622
*
```

=====

Record 2
# C57H70BrN5O4S

2 unconnected molecules or ions with the total composition C57H70BrN5O4S (wB97M-V/def2-TZVPD, the Open Molecules 2025 dataset).

**ΔE to the lowest compared entry with this formula, charge and spin**: 20.2 kJ/mol
**E_LUMO**: -0.012 Ha
**Calculated total energy**: -156758.5518 eV
**Strongest force on any atom**: 3.2 eV Å⁻¹
**Gap between HOMO and LUMO**: 5.71 eV

ORCA input file:
```
! RIJCOSX wB97M-V def2-TZVPD def2/J DEFGRID3
* xyz 0 1
C 5.21106 2.34966 -2.36173
C 5.10733 0.87027 -2.75737
C 5.58859 0.69119 -4.19784
C 3.70350 0.33619 -2.50355
C 2.68125 0.42517 -3.45414
C 1.35815 0.16405 -3.11528
C 0.24113 0.48799 -4.09769
C 0.67795 0.46143 -5.55977
C -0.49310 1.77338 -3.72677
C 1.03674 -0.34751 -1.80997
C -0.30951 -0.80741 -1.47387
N -0.91153 -1.82502 -2.21321
C -0.39380 -2.55170 -3.35753
C -1.10071 -2.50278 -4.57522
C -2.48439 -1.85340 -4.69010
C -3.54981 -2.86883 -4.30836
C -2.72547 -1.20726 -6.05150
C -0.50919 -3.07184 -5.70682
C 0.76652 -3.62202 -5.64121
C 1.41392 -3.74753 -4.41333
C 0.80591 -3.28873 -3.24116
C 1.35897 -3.68054 -1.87162
C 2.86370 -3.96441 -1.90183
C 0.59784 -4.85177 -1.25824
N -2.17514 -2.03250 -1.80732
N -2.35384 -1.23269 -0.72236
C -3.71469 -1.04496 -0.27105
C -4.56683 -0.19249 -1.00237
C -4.11752 0.49193 -2.30631
C -3.77881 1.95890 -2.08733
C -5.13526 0.32714 -3.43719
C -5.87142 -0.00771 -0.54696
C -6.34583 -0.72241 0.54982
C -5.54938 -1.70967 1.12389
C -4.22837 -1.89064 0.72210
C -3.45156 -3.09365 1.26863
C -2.09045 -2.78758 1.87524
C -3.31945 -4.20575 0.22721
C -1.20984 -0.43829 -0.46881
C -1.12869 0.43158 0.62783
C 2.08711 -0.45656 -0.85889
C 1.88218 -0.76392 0.60940
C 2.27971 0.48174 1.42914
C 2.62088 -2.00886 1.10247
C 3.39608 -0.16224 -1.24546
H 4.88381 2.51574 -1.32971
H 6.24232 2.70723 -2.45709
H 4.58071 2.96962 -3.01190
H 5.77919 0.30727 -2.09546
H 5.46141 -0.34186 -4.53528
H 5.03621 1.34868 -4.87809
H 6.65007 0.95240 -4.26818
H 2.93387 0.75983 -4.46409
H -0.47961 -0.32758 -3.97995
H 1.23295 -0.45930 -5.77631
H -0.19591 0.49312 -6.22060
H 1.31615 1.32203 -5.80139
H -0.80950 1.74697 -2.67452
H 0.16346 2.64776 -3.85653
H -1.38202 1.91073 -4.35953
H -2.51551 -1.05572 -3.93477
H -3.46105 -3.05310 -3.23241
H -4.55539 -2.49769 -4.53257
H -3.38825 -3.81211 -4.84631
H -1.88714 -0.56115 -6.34220
H -2.85987 -1.97109 -6.82866
H -3.63547 -0.59601 -6.01804
H -1.04173 -3.05194 -6.65642
H 1.25304 -3.97859 -6.54996
H 2.40385 -4.20836 -4.35857
H 1.20795 -2.79409 -1.24426
H 3.41674 -3.12600 -2.34816
H 3.23416 -4.11521 -0.88137
H 3.07708 -4.87919 -2.47334
H -0.48311 -4.67745 -1.28456
H 0.81231 -5.77043 -1.81980
H 0.90365 -5.00244 -0.21679
H -3.19856 -0.03207 -2.61091
H -3.03322 2.06692 -1.29119
H -3.36704 2.39656 -3.00520
H -4.67986 2.51925 -1.80071
H -5.43795 -0.72151 -3.54224
H -6.02680 0.93998 -3.24784
H -4.69478 0.64322 -4.39229
H -6.51644 0.70128 -1.06565
H -7.34629 -0.53711 0.93759
H -5.94408 -2.35497 1.91305
H -4.07890 -3.47505 2.08641
H -2.11226 -1.92459 2.54494
H -1.75448 -3.64896 2.46836
H -1.33217 -2.61084 1.10347
H -4.30909 -4.58626 -0.04804
H -2.83507 -3.82576 -0.68169
H -2.72223 -5.03499 0.62431
H -2.01460 0.53902 1.24681
H -0.28021 1.10085 0.67974
H 0.81230 -0.93166 0.77148
H 2.43771 1.36178 0.79386
H 1.47474 0.68917 2.12717
H 3.18393 0.30270 2.01933
H 2.26228 -2.91249 0.59056
H 3.70313 -1.91011 0.93600
H 2.42589 -2.12729 2.17648
H 4.19442 -0.27755 -0.50269
C 4.62416 6.04535 8.36119
C 3.61593 5.65492 7.31723
C 2.47648 6.43470 7.11708
C 1.53980 6.10089 6.14207
C 1.70230 4.92601 5.39343
S 0.45592 4.46315 4.19420
O -0.68985 5.29934 4.43319
O 1.01556 4.25576 2.88578
N -0.06076 2.82405 4.60101
C -0.38643 2.42862 5.89664
C -0.30186 3.16468 7.07782
C -0.31863 2.46580 8.28463
C -0.41541 1.06006 8.29262
C -0.46790 0.33584 7.09544
Br -0.38905 -1.55649 7.18255
C -0.51971 1.02194 5.88360
C -0.30898 0.60815 4.50521
N -0.02317 -0.73267 4.11144
O -0.86686 -1.63390 4.32148
O 1.10503 -0.97541 3.62825
C -0.06227 1.73756 3.75075
C 2.88042 4.18416 5.52514
C 3.80309 4.52917 6.51075
H 5.46242 5.34497 8.36989
H 5.01885 7.05218 8.17959
H 4.18806 6.05127 9.36648
H 2.32051 7.31437 7.74464
H 0.66666 6.72942 5.98964
H -0.21421 4.24465 7.06002
H -0.23601 2.99030 9.23392
H -0.42349 0.52971 9.24345
H 0.18587 1.79118 2.70270
H 3.06360 3.33128 4.87792
H 4.69127 3.91746 6.67243
*
```

=====

Record 3
# C57H72FN10O3S

10 unconnected molecules or ions with the total composition C57H72FN10O3S (wB97M-V/def2-TZVPD, the Open Molecules 2025 dataset).

**E_LUMO**: -0.146 Ha
**Calculated total energy**: -94862.5096 eV
**Strongest force on any atom**: 1.2 eV Å⁻¹
**Gap between HOMO and LUMO**: 6.66 eV

ORCA input file:
```
! RIJCOSX wB97M-V def2-TZVPD def2/J DEFGRID3
* xyz 1 1
C 5.06377 -5.31632 1.91106
O 3.97220 -5.04464 1.04239
C 3.27583 -3.84748 1.34409
C 3.43432 -2.80724 0.21928
C 2.09210 -2.16533 -0.17011
C 2.12837 -0.66603 -0.44309
C 2.68655 0.07225 0.78008
C 2.23394 1.51695 0.80830
S 2.63667 2.36826 2.34067
F 3.72398 3.38534 1.89884
O 3.37235 1.24768 3.14817
C 4.84386 1.31970 3.37456
C 5.70307 1.13256 2.14674
N 6.10007 -0.24602 1.92779
C 6.66360 -0.40275 0.58993
C 7.14912 -1.81098 0.31234
C 8.31210 -2.18929 1.19782
O 7.60843 -1.89155 -1.03463
H 5.43695 -6.30038 1.65776
H 5.83313 -4.55296 1.78281
H 4.72340 -5.29470 2.94724
H 2.22609 -4.08800 1.48769
H 3.65513 -3.44627 2.28530
H 3.90124 -3.31458 -0.61865
H 4.15239 -2.06272 0.56488
H 1.74101 -2.64442 -1.08083
H 1.37600 -2.32629 0.63026
H 2.69711 -0.43200 -1.34080
H 1.10470 -0.33619 -0.62183
H 3.77273 0.00576 0.74052
H 2.37668 -0.46999 1.67120
H 1.14532 1.57316 0.78682
H 2.62754 2.08805 -0.03116
H 5.03132 0.51196 4.07344
H 5.06951 2.23781 3.90516
H 5.22482 1.56461 1.26044
H 6.60802 1.71559 2.31826
H 5.30401 -0.86755 2.03682
H 5.92011 -0.12499 -0.17745
H 7.49368 0.29506 0.48056
H 6.31599 -2.50827 0.44636
H 9.07787 -1.42134 1.13718
H 7.98119 -2.28898 2.22816
H 8.71801 -3.14328 0.87900
H 7.18693 -1.21646 -1.57584
N 0.27484 0.51180 -3.04744
C 1.24645 1.34844 -3.41554
C 1.61941 1.58216 -4.72861
C 0.94240 0.89793 -5.72526
C -0.06799 0.02097 -5.36768
C -0.36335 -0.13446 -4.02138
H 1.75389 1.86361 -2.60356
H 2.41031 2.27862 -4.97350
H 1.19883 1.05133 -6.76557
H -0.62079 -0.53165 -6.11456
H -1.15171 -0.80706 -3.70178
N -2.65737 3.08256 -0.70094
C -1.39766 2.76231 -0.98877
C -0.32148 3.59894 -0.72712
C -0.56203 4.83348 -0.14150
C -1.86843 5.17960 0.15882
C -2.87591 4.27179 -0.13838
H -1.24427 1.79280 -1.44905
H 0.68282 3.29003 -0.98518
H 0.25256 5.51422 0.07558
H -2.10721 6.13107 0.61307
H -3.91434 4.50248 0.08450
N -6.59958 3.84973 -0.05693
C -7.90047 3.87276 0.22329
C -8.85149 3.15530 -0.48613
C -8.42761 2.37301 -1.54990
C -7.07630 2.33697 -1.85389
C -6.20833 3.09070 -1.07826
H -8.18725 4.49560 1.06392
H -9.89594 3.20810 -0.21007
H -9.13914 1.79852 -2.12919
H -6.70022 1.73902 -2.67261
H -5.14167 3.09279 -1.27437
N -7.14534 1.15220 5.29787
C -8.46605 0.98672 5.37033
C -9.31633 1.12868 4.28329
C -8.76869 1.46383 3.05600
C -7.39757 1.64392 2.96401
C -6.63677 1.47567 4.10999
H -8.85597 0.72114 6.34538
H -10.38017 0.97672 4.40120
H -9.39831 1.58431 2.18327
H -6.92805 1.90960 2.02623
H -5.55962 1.60517 4.07994
N -9.44255 -1.97984 6.55471
C -8.32536 -2.32205 5.91714
C -7.82920 -3.61682 5.88240
C -8.52878 -4.60976 6.54842
C -9.69235 -4.26866 7.21813
C -10.10436 -2.94506 7.18916
H -7.80675 -1.51567 5.41194
H -6.91678 -3.83834 5.34577
H -8.17405 -5.63249 6.54594
H -10.27000 -5.01057 7.75173
H -11.01090 -2.63710 7.69850
N 2.93078 3.76628 -6.58736
C 3.03416 5.08048 -6.39380
C 3.88564 5.90021 -7.11720
C 4.67828 5.32494 -8.09696
C 4.58505 3.95976 -8.31248
C 3.69934 3.23058 -7.53548
H 2.39708 5.49257 -5.61811
H 3.92414 6.96192 -6.91749
H 5.35640 5.93052 -8.68368
H 5.18420 3.46922 -9.06671
H 3.59586 2.15930 -7.67646
N 0.04964 -2.32452 2.75842
C -0.56745 -3.48134 2.51925
C -1.83970 -3.78346 2.97809
C -2.51224 -2.83454 3.72979
C -1.88714 -1.62616 3.99010
C -0.61441 -1.42399 3.48294
H -0.01177 -4.20130 1.92809
H -2.28987 -4.73926 2.74997
H -3.50687 -3.03246 4.10673
H -2.37454 -0.85733 4.57332
H -0.09270 -0.48933 3.66598
N -5.24415 5.73021 -3.35346
C -3.99619 5.27063 -3.38349
C -3.42872 4.64907 -4.48572
C -4.20477 4.49385 -5.62300
C -5.50761 4.96521 -5.60879
C -5.97628 5.57432 -4.45364
H -3.42649 5.41062 -2.47221
H -2.40672 4.29524 -4.45067
H -3.80142 4.01361 -6.50541
H -6.14891 4.86501 -6.47355
H -6.98898 5.95905 -4.40243
N 9.55735 -6.68367 -0.23216
C 10.11171 -7.88353 -0.07654
C 9.40761 -9.07450 -0.17555
C 8.05082 -9.01658 -0.44776
C 7.45769 -7.77514 -0.61206
C 8.25390 -6.64530 -0.49670
H 11.17459 -7.88560 0.13832
H 9.91207 -10.02127 -0.04143
H 7.46553 -9.92321 -0.53080
H 6.40100 -7.68357 -0.82514
H 7.83245 -5.65251 -0.62027
*
```